1.
A structure of composition C21H56CrF8NO25PS9 at a distorted geometry. Source: OMol25; level of theory: the ωB97M-V functional and the def2-TZVPD basis.

XYZ file:
```
122
Properties=species:S:1:pos:R:3:forces:R:3
Cr 26.972 23.815 -25.212 0.3 1.0 1.8
P 26.377 19.786 -24.164 -0.7 -2.0 -0.2
F 27.414 19.419 -25.401 -0.6 -0.1 0.9
F 25.142 19.747 -25.264 0.8 0.5 0.7
F 25.945 18.280 -23.723 1.3 -0.5 -1.3
F 25.369 20.184 -22.981 0.0 1.7 0.3
F 27.656 19.679 -23.131 -0.8 0.8 -0.7
F 26.632 21.390 -24.498 0.0 -0.4 0.5
N 26.904 22.982 -26.952 3.2 -1.7 -6.5
S 25.779 22.465 -27.926 -7.9 -4.9 0.4
O 25.895 21.114 -28.576 0.6 4.3 1.4
O 25.011 23.488 -28.603 1.3 -0.5 0.2
F 24.799 22.084 -26.678 0.8 0.3 -1.3
S 28.026 22.902 -28.325 3.1 1.3 0.0
O 27.741 23.851 -29.397 0.0 -1.6 1.7
O 28.543 21.590 -28.599 -0.5 1.2 0.3
F 29.281 23.599 -27.604 -0.4 0.0 0.2
O 28.750 22.790 -24.944 1.1 -0.9 1.0
S 30.080 22.292 -24.648 0.6 -4.0 0.9
O 31.155 23.220 -24.618 0.3 0.7 0.1
O 30.039 21.401 -23.254 -1.9 3.2 -1.7
C 31.183 20.703 -22.832 1.0 -0.7 -0.7
C 31.024 20.356 -21.379 -0.5 -0.3 -0.5
C 30.547 20.891 -25.760 -1.1 1.6 -0.4
H 32.126 21.199 -23.062 -0.1 0.7 0.2
H 31.217 19.820 -23.469 0.0 -0.5 0.4
H 30.834 21.227 -20.751 0.5 0.0 0.0
H 31.924 19.795 -21.129 -0.2 0.0 0.5
H 30.129 19.738 -21.315 0.2 -0.2 0.3
H 31.580 20.587 -25.592 -0.2 0.2 0.2
H 30.427 21.363 -26.735 0.3 -0.2 -0.2
H 29.806 20.094 -25.696 0.0 0.0 0.4
O 20.810 21.396 -29.906 0.4 0.6 1.0
S 21.933 22.058 -29.277 0.9 0.1 -1.3
O 22.331 21.848 -27.901 -0.9 0.2 -1.5
O 23.234 21.653 -30.144 -0.1 0.2 0.3
C 23.279 21.858 -31.586 -1.2 -0.8 -0.5
C 23.488 20.499 -32.336 0.5 0.6 1.2
C 21.838 23.882 -29.588 -0.5 -1.7 -0.2
H 24.037 22.617 -31.783 0.3 -0.3 0.1
H 22.332 22.286 -31.915 -0.2 0.0 0.1
H 24.494 20.175 -32.069 0.1 -0.2 -0.4
H 23.335 20.536 -33.414 0.3 0.4 0.1
H 22.832 19.708 -31.972 -0.3 0.3 0.3
H 22.878 24.191 -29.481 -0.4 0.5 0.6
H 21.021 24.181 -28.932 0.7 0.5 0.5
H 21.447 24.120 -30.577 0.3 -0.5 -0.2
O 24.990 23.598 -24.693 -0.5 1.2 0.7
S 23.569 23.740 -24.461 -3.6 -1.7 -0.3
O 23.015 24.588 -23.389 1.6 -1.6 -2.3
O 22.835 24.112 -25.929 2.9 0.1 2.3
C 21.470 24.411 -25.901 -1.6 0.8 -1.0
C 21.057 25.887 -26.010 -0.8 0.2 0.7
C 22.923 21.967 -24.403 0.6 1.3 1.0
H 20.904 23.954 -25.089 0.4 -0.1 0.3
H 21.109 23.930 -26.810 0.1 -0.2 0.1
H 20.746 26.320 -25.059 0.6 -0.1 0.4
H 20.089 25.879 -26.512 0.0 0.0 -0.5
H 21.701 26.622 -26.493 0.2 -0.6 -0.1
H 23.102 21.420 -25.329 -0.2 0.7 -0.3
H 21.889 22.106 -24.087 0.0 -0.3 -0.3
H 23.493 21.416 -23.655 0.0 0.3 0.3
O 28.031 16.011 -27.447 -0.8 0.4 -2.1
S 27.312 16.408 -28.661 -1.2 0.5 -0.2
O 27.601 15.890 -29.999 0.5 0.5 1.9
O 25.696 16.085 -28.464 1.8 0.2 -0.1
C 25.313 14.807 -27.976 -1.9 -0.4 1.2
C 23.948 15.096 -27.271 0.5 -0.1 -0.2
C 27.052 18.277 -28.750 0.5 -2.0 0.1
H 26.026 14.336 -27.299 0.2 0.6 0.2
H 25.131 14.029 -28.717 0.2 0.5 -0.8
H 23.344 14.194 -27.177 0.2 -0.1 0.2
H 23.359 15.795 -27.865 0.2 0.0 -0.3
H 24.074 15.579 -26.302 0.2 -0.2 0.0
H 26.684 18.407 -29.768 -0.4 0.2 0.3
H 27.991 18.817 -28.632 0.0 -0.3 0.1
H 26.369 18.466 -27.922 0.0 0.3 -0.3
O 28.862 27.811 -25.367 0.3 -3.0 -0.9
S 29.105 26.467 -25.923 1.6 2.0 0.7
O 28.380 25.290 -25.435 1.0 2.0 -0.5
O 28.967 26.487 -27.510 -1.5 -1.5 1.4
C 29.501 27.559 -28.240 0.5 1.3 -1.0
C 29.914 27.074 -29.625 0.1 0.0 0.4
C 30.923 26.109 -25.821 -1.6 -0.1 -0.2
H 30.354 27.957 -27.691 0.2 0.0 -0.2
H 28.811 28.400 -28.302 -0.4 -0.2 0.1
H 30.538 26.190 -29.492 0.4 0.2 -0.2
H 30.437 27.911 -30.087 0.3 -0.2 -0.1
H 29.134 26.776 -30.326 -0.4 0.1 0.4
H 31.457 26.878 -26.380 -0.2 0.1 0.3
H 31.030 25.163 -26.351 0.1 -0.1 0.4
H 31.189 26.070 -24.765 0.1 -0.1 -0.2
O 30.632 23.200 -34.587 1.2 1.0 0.1
S 31.638 23.998 -33.919 1.7 -0.2 2.0
O 31.927 25.397 -34.167 -0.9 -1.6 0.0
O 31.309 23.901 -32.299 0.2 0.1 -1.2
C 30.651 22.706 -31.843 -1.0 -1.1 -0.1
C 31.184 22.275 -30.498 0.2 0.4 0.7
C 33.330 23.126 -33.786 -2.3 -0.2 -0.9
H 30.802 21.825 -32.467 0.6 0.3 -0.6
H 29.574 22.827 -31.959 -0.1 0.4 0.6
H 30.704 21.416 -30.029 -0.2 -0.4 -0.9
H 31.071 22.973 -29.668 0.2 0.7 -0.4
H 32.239 22.063 -30.669 0.1 -0.1 0.4
H 33.037 22.126 -33.465 0.2 0.1 0.4
H 33.952 23.670 -33.074 -0.2 0.0 -0.3
H 33.712 22.973 -34.795 0.2 0.5 0.1
O 25.940 25.396 -26.439 -0.5 1.8 -0.4
S 25.394 26.590 -27.058 -1.1 2.2 -2.0
O 23.984 26.932 -26.925 2.0 -0.5 0.4
O 26.342 27.891 -26.563 -0.2 -3.5 0.1
C 25.922 29.228 -26.646 -0.5 1.3 0.6
C 26.908 30.140 -25.834 0.3 -0.5 -1.6
C 25.733 26.634 -28.931 0.1 -0.4 1.9
H 24.917 29.339 -26.238 -0.1 -0.1 0.2
H 25.819 29.462 -27.706 0.4 0.6 -0.1
H 27.043 29.859 -24.790 -0.6 0.1 -0.1
H 26.674 31.190 -26.011 -0.6 0.0 0.5
H 27.909 30.102 -26.264 0.1 -0.5 -0.1
H 25.041 25.946 -29.416 0.3 -0.2 0.3
H 26.779 26.336 -28.992 -0.2 0.0 -0.4
H 25.523 27.640 -29.295 0.2 0.1 0.4
```
Forces are in eV/Å.

## Properties
E_HOMO (spin up / spin down): -9.5 / -9.9 eV
frontier orbital gap (spin up / spin down): 8.50 / 9.28 eV
spin multiplicity: 5

Results of the Löwdin charge analysis, in e, for atoms 1 through 4:
1 Cr 0.893
2 P 0.268
3 F -0.175
4 F -0.175

2.
A structure of composition C21H56MnN2O11S3 at a distorted geometry. Source: OMol25; level of theory: the ωB97M-V functional and the def2-TZVPD basis.

XYZ file:
```
94
Properties=species:S:1:pos:R:3:forces:R:3
Mn -24.645 5.902 -2.227 0.4 -0.3 -1.9
O -24.589 4.510 -3.740 0.0 1.4 1.0
H -24.467 5.206 -4.415 0.1 -0.7 0.2
O -23.505 7.415 -2.786 0.6 0.6 -0.2
H -22.907 7.739 -3.488 -0.6 -0.7 0.7
C -18.860 7.656 0.187 -0.1 0.2 0.0
C -19.512 7.347 -1.163 0.7 0.0 0.5
N -19.167 6.040 -1.661 0.0 -1.0 -1.8
C -19.675 5.967 -3.132 1.3 -0.6 1.4
C -18.716 6.708 -4.096 -0.9 1.0 1.0
C -19.730 4.976 -0.791 1.0 0.5 -0.3
C -19.291 3.548 -1.148 -0.4 -0.1 -0.2
H -19.273 7.126 1.045 -0.2 0.0 -0.1
H -18.933 8.725 0.387 -0.1 0.1 0.1
H -17.795 7.425 0.151 0.0 -0.1 -0.1
H -20.599 7.435 -1.151 -0.5 0.3 0.2
H -19.131 8.101 -1.853 -0.1 -0.1 -0.2
H -19.690 4.942 -3.503 0.0 -0.3 0.6
H -20.716 6.287 -3.092 -0.2 0.4 -0.5
H -17.679 6.613 -3.774 0.0 -0.7 -0.3
H -18.908 6.457 -5.139 0.3 -0.2 0.1
H -18.877 7.782 -4.007 -0.2 0.2 -0.2
H -20.807 5.143 -0.752 -0.6 -0.6 -0.1
H -19.392 5.148 0.231 0.2 0.3 -0.1
H -19.995 3.098 -1.848 0.1 -0.2 0.0
H -19.206 2.912 -0.267 -0.5 0.1 0.2
H -18.291 3.438 -1.567 0.0 0.7 -0.3
C -20.232 11.488 -6.862 0.5 0.0 -0.1
C -20.632 10.529 -8.005 -0.8 0.0 1.1
N -20.352 9.096 -7.678 -0.4 0.1 -1.5
C -21.029 8.589 -6.477 0.5 0.2 -1.2
C -22.514 8.452 -6.728 -1.4 0.4 -0.3
C -18.943 8.716 -7.711 -0.8 -0.1 -0.7
C -18.348 8.927 -9.118 0.3 0.4 1.1
H -20.972 11.536 -6.064 -0.1 -0.1 -0.1
H -20.023 12.511 -7.176 -0.2 0.0 -0.2
H -19.295 11.152 -6.417 0.1 -0.1 0.1
H -21.696 10.670 -8.192 -0.4 -0.5 0.5
H -20.328 10.912 -8.979 1.2 -0.7 0.0
H -20.718 9.241 -5.661 -0.6 0.0 0.7
H -20.623 7.603 -6.250 0.1 0.0 -0.1
H -23.029 7.652 -6.196 0.2 0.2 0.7
H -22.826 8.232 -7.749 1.0 -0.3 -0.5
H -23.074 9.382 -6.632 0.0 0.2 0.8
H -18.479 9.254 -6.884 1.0 0.0 -0.1
H -18.881 7.644 -7.524 -0.1 0.0 0.4
H -18.139 9.992 -9.221 0.0 -0.1 -0.6
H -17.409 8.382 -9.215 0.1 0.1 0.0
H -19.035 8.552 -9.877 -0.1 0.2 0.1
O -21.808 13.558 -0.922 -2.1 -0.2 -1.0
S -23.004 13.449 -1.760 -0.3 1.2 -2.1
O -23.339 14.533 -2.739 0.8 -3.1 2.8
O -22.871 12.061 -2.684 -0.7 2.3 1.9
C -22.348 10.931 -2.007 2.2 -1.6 -1.8
C -21.660 10.205 -3.172 -0.4 -0.5 -0.1
C -24.517 12.998 -0.790 1.0 0.1 0.0
H -23.046 10.201 -1.597 -0.7 0.8 0.1
H -21.519 11.086 -1.318 -0.5 1.0 0.4
H -20.961 10.793 -3.767 0.1 0.4 0.5
H -22.438 9.936 -3.887 0.0 -0.5 0.0
H -21.137 9.334 -2.777 -0.1 -0.3 -0.3
H -24.701 13.786 -0.060 -0.1 0.2 -0.3
H -24.336 12.084 -0.226 0.3 0.0 -0.2
H -25.355 12.808 -1.461 0.2 0.4 -0.1
O -28.389 8.410 -3.460 1.3 -0.5 -0.5
S -27.036 8.029 -3.788 0.5 1.2 0.1
O -26.420 6.931 -3.032 -1.1 1.1 -1.3
O -26.997 7.757 -5.413 -0.9 1.5 1.7
C -26.071 6.837 -5.937 0.9 -1.8 -1.6
C -25.692 6.992 -7.505 0.0 0.8 2.3
C -25.937 9.546 -3.699 -0.8 -0.8 -0.2
H -26.544 5.868 -5.778 0.4 -0.3 -0.2
H -25.171 6.854 -5.322 0.2 0.1 -0.2
H -26.539 6.877 -8.182 0.1 -0.1 0.2
H -24.860 6.327 -7.733 -0.4 -0.6 0.1
H -25.189 7.950 -7.641 -0.5 0.4 -0.1
H -25.004 9.285 -4.197 -0.1 0.0 0.1
H -25.760 9.884 -2.678 0.0 -0.7 0.2
H -26.469 10.365 -4.183 -0.1 -0.3 -0.4
O -25.132 7.119 -0.480 0.2 1.4 1.5
S -24.640 8.320 0.206 -0.6 1.6 0.4
O -25.063 9.679 -0.253 1.1 -3.3 1.0
O -25.120 8.164 1.797 -0.1 -0.8 -3.4
C -24.976 9.246 2.720 0.5 -0.3 0.4
C -24.251 8.573 3.876 0.1 0.4 0.2
C -22.808 8.135 0.274 -1.0 1.0 0.0
H -25.944 9.610 3.064 -0.2 -0.2 -0.4
H -24.481 10.087 2.235 0.3 -0.1 0.2
H -23.521 7.838 3.538 0.3 0.5 -0.2
H -24.941 7.950 4.445 -0.2 0.4 0.2
H -23.791 9.352 4.484 0.0 -0.3 0.4
H -22.438 8.505 -0.683 -0.3 -0.8 -0.3
H -22.615 7.086 0.497 0.1 0.2 -0.1
H -22.375 8.844 0.979 -0.3 -0.3 0.5
```
Forces are in eV/Å.

## Properties
E_HOMO (spin up / spin down): -8.2 / -8.2 eV
frontier orbital gap (spin up / spin down): 8.10 / 7.92 eV
spin multiplicity: 6

Results of the Löwdin charge analysis, in e, for atoms 1 through 4:
1 Mn 0.911
2 O -0.456
3 H -0.099
4 O -0.425

3.
A structure of composition C21H57N7O22 at a distorted geometry. Source: OMol25; level of theory: the ωB97M-V functional and the def2-TZVPD basis.

XYZ file:
```
107
Properties=species:S:1:pos:R:3:forces:R:3
O -1.234 1.929 -1.450 -0.4 1.9 -0.2
N 7.437 -0.216 -2.527 -2.2 0.6 2.9
N -1.226 -2.295 -1.923 -0.3 0.6 1.0
N -4.632 0.309 4.024 0.6 1.6 -1.5
O 7.716 1.138 -0.679 0.1 1.4 0.2
C -1.279 1.097 -0.567 0.8 1.1 2.8
C 8.137 0.627 -1.816 0.1 -1.4 -2.2
C 0.069 -1.979 -1.903 -0.3 -1.8 -0.7
C -4.700 1.549 3.456 1.6 -2.0 0.5
C -1.886 -1.230 -1.310 1.7 0.4 -1.3
C -3.458 -0.286 3.517 -0.5 -0.3 1.0
C 1.237 -2.825 -2.272 0.4 1.3 0.8
C 2.507 -2.349 -2.044 -1.7 0.7 0.4
C 2.649 -1.067 -1.358 -1.4 0.2 -0.8
C 1.537 -0.278 -1.097 0.8 -0.6 0.5
C -0.957 -0.221 -1.045 -2.2 -2.6 1.2
C -2.820 0.597 2.734 0.1 1.1 -1.6
C 5.363 1.003 0.309 0.9 -2.3 -3.9
C 4.099 0.327 0.060 3.0 0.7 0.9
C 5.057 -0.723 -1.934 -2.7 -1.2 0.1
C 6.268 -0.183 -1.730 0.0 1.7 0.7
C 6.407 0.775 -0.670 -3.6 -2.2 1.4
C 3.960 -0.518 -1.032 1.4 0.7 -0.7
N 9.249 0.985 -2.413 3.8 2.7 1.1
N 0.255 -0.702 -1.390 1.9 -0.9 -0.1
N -3.586 1.773 2.619 0.7 -0.6 0.8
N -1.442 1.429 0.794 0.3 -1.9 -1.0
C -1.584 0.391 1.901 1.1 1.4 0.1
C -3.054 2.941 1.795 -1.6 0.7 0.9
C -1.607 2.795 1.286 -1.5 -0.7 1.1
H -5.462 2.274 3.726 0.3 -0.1 -0.4
H -2.964 -1.056 -1.263 0.4 -0.6 0.0
H -3.026 -1.304 3.768 -1.2 1.5 -0.2
H 1.245 -3.856 -2.626 -1.1 0.5 -0.1
H 3.336 -2.991 -2.332 0.2 0.3 0.4
H 1.599 0.630 -0.494 0.1 -0.1 -0.6
H 5.656 1.551 1.140 -0.2 1.0 1.5
H 3.376 0.347 0.857 -0.4 0.2 -0.1
H 4.853 -1.318 -2.816 0.2 -0.1 0.0
H 9.838 1.717 -1.968 -0.6 -1.0 -0.2
H 9.742 0.134 -2.584 1.0 -0.4 -0.7
H -0.673 0.409 2.540 -0.4 0.6 -0.2
H -1.524 -0.616 1.565 -0.4 -0.6 -1.0
H -3.736 3.128 0.953 0.2 -0.6 0.1
H -3.145 3.883 2.380 0.2 -0.7 0.0
H -1.551 3.582 0.550 0.7 -0.1 -0.5
H -0.922 2.990 2.135 0.0 -0.2 -0.6
O -6.464 4.446 4.846 -1.0 -0.5 1.6
H -6.944 3.564 4.967 0.8 2.0 0.1
H -6.628 5.010 5.670 0.2 -1.5 -1.7
O -0.916 -2.866 2.656 2.5 -0.4 0.2
H -0.368 -3.311 1.932 -1.0 0.9 1.7
H -0.340 -2.784 3.483 -0.9 -0.2 -2.1
O 8.331 1.986 -4.946 1.2 0.3 1.2
H 9.329 2.133 -5.024 -2.3 -0.4 0.6
H 8.102 1.898 -3.964 1.0 0.1 -2.3
O -3.488 -3.626 2.571 0.2 0.7 1.5
H -3.853 -3.516 3.508 1.1 -0.1 -2.1
H -2.563 -3.216 2.544 -1.8 -0.8 0.5
O -4.801 0.647 0.222 -0.3 -1.2 1.4
H -5.108 -0.317 0.258 0.6 2.2 0.3
H -4.719 0.987 1.171 -0.4 -1.2 -1.9
O -4.443 5.713 0.252 -0.3 2.2 1.0
H -4.511 6.524 -0.348 0.2 -1.7 1.5
H -4.477 6.028 1.213 0.0 -0.4 -2.2
O 7.489 -2.699 -3.793 1.1 -0.6 1.5
H 8.110 -3.312 -3.279 -1.3 1.7 -1.0
H 7.467 -1.805 -3.319 0.4 -1.3 -0.7
O -0.557 4.593 -1.604 -0.8 -0.3 -1.4
H -0.800 3.615 -1.695 0.4 2.0 -0.2
H -0.971 5.094 -2.380 0.7 -1.5 1.7
O 1.656 -4.016 -5.246 2.6 0.2 -0.4
H 2.107 -3.168 -5.563 -0.7 -1.9 0.7
H 2.370 -4.718 -5.099 -1.3 1.8 -0.4
O 11.086 -1.347 -2.250 0.0 -1.8 -1.0
H 11.213 -1.520 -3.239 -0.2 -0.1 2.2
H 10.968 -2.239 -1.787 0.3 1.8 -1.3
O -0.944 -4.296 -4.602 0.9 -1.6 0.6
H 0.040 -4.071 -4.536 -1.9 -0.8 -0.3
H -1.053 -5.286 -4.425 0.5 2.3 -0.4
O 5.264 -4.742 -1.991 1.8 -0.8 0.8
H 5.406 -5.225 -1.113 0.0 1.1 -2.0
H 6.161 -4.657 -2.452 -1.9 -0.2 1.1
O -5.375 -2.616 -1.876 1.5 -0.4 1.3
H -4.469 -2.947 -2.178 -1.8 0.6 1.0
H -5.385 -2.603 -0.864 0.4 -0.3 -2.2
O -9.527 2.527 -2.108 1.1 0.2 -1.7
H -9.245 3.386 -2.563 -0.4 -2.1 0.8
H -9.154 1.752 -2.641 -0.6 2.0 1.0
O -7.588 0.239 4.392 0.1 -1.5 1.4
H -8.205 -0.312 4.975 1.6 1.1 -1.3
H -6.647 -0.114 4.508 -1.6 0.6 -0.2
O -3.533 3.829 -1.529 0.7 -0.5 1.8
H -3.886 4.275 -0.692 0.9 -0.8 -1.7
H -2.763 3.228 -1.264 -1.7 1.3 -0.5
O -1.362 1.360 -4.108 -1.7 0.1 0.6
H -2.312 1.496 -4.429 2.1 -0.3 1.0
H -1.371 1.339 -3.097 -0.3 0.3 -2.1
O 0.049 0.376 5.100 -0.9 1.4 0.0
H 0.209 1.373 5.169 -0.7 -2.3 0.0
H -0.930 0.200 5.288 1.7 1.0 0.0
O -2.443 -0.106 6.306 -1.4 -1.1 0.9
H -3.314 0.042 6.800 1.9 -0.5 -1.3
H -2.370 -1.091 6.085 -0.6 1.6 0.6
O -2.361 -2.809 5.584 0.8 -1.9 0.8
H -2.842 -3.413 6.238 1.3 1.1 -1.4
H -1.451 -3.210 5.396 -2.1 0.5 0.7
```
Forces are in eV/Å.

## Properties
E_HOMO: -8.1 eV
frontier orbital gap: 7.59 eV

Results of the Löwdin charge analysis, in e, for atoms 1 through 4:
1 O 0.025
2 N 0.178
3 N 0.123
4 N 0.050